(1)
Here is one molecule with the formula C4H7NO3 at a distorted geometry from the OMol25 dataset. Energies are from wB97M-V/def2-TZVPD.

Last columns: bonded neighbours and bond lengths (Å).
Geometry (Å):
1 C -3.031 -0.264 -0.363  N2 1.276, H9 1.080, H10 1.094
2 N -1.945 0.056 0.225  C1 1.276, O3 1.370
3 O -0.984 -0.881 -0.046  N2 1.370, C4 1.439
4 C 0.311 -0.339 0.270  O3 1.439, C5 1.555, O7 1.383, H11 1.073
5 C 1.240 -1.564 0.033  C4 1.555, O6 1.202, H12 1.069
6 O 2.378 -1.474 -0.344  C5 1.202
7 O 0.654 0.722 -0.549  C4 1.383, C8 1.408
8 C 1.648 1.559 -0.007  O7 1.408, H13 1.103, H14 1.104, H15 1.082
9 H -3.089 -1.148 -0.981  C1 1.080
10 H -3.869 0.420 -0.195  C1 1.094
11 H 0.228 -0.009 1.288  C4 1.073
12 H 0.807 -2.477 0.381  C5 1.069
13 H 1.261 2.074 0.889  C8 1.103
14 H 1.844 2.339 -0.763  C8 1.104
15 H 2.549 0.986 0.164  C8 1.082

The value obtained for the energy above the lowest of the compared OMol25 structures with the same formula, charge and spin is 437.6 kJ/mol. As for the HOMO-LUMO gap: 0.3871 hartree. The LUMO energy comes out at 0.765 eV. Its SMILES is C=NO[C@@H](C=O)OC. The value obtained for the total energy is -11890.7425 eV.

(2)
Here is one molecule with the formula C4H7NO3 at a distorted geometry from the OMol25 dataset. Energies are from wB97M-V/def2-TZVPD.

Last columns: bonded neighbours and bond lengths (Å).
Geometry (Å):
1 C 1.738 -0.711 0.738  C2 1.498, H9 1.094, H10 1.094, H11 1.090
2 C 0.581 -0.524 -0.195  C1 1.498, O3 1.364, C4 1.398
3 O 0.821 0.206 -1.323  C2 1.364, H12 0.970
4 C -0.567 -1.319 -0.121  C2 1.398, C5 1.414, H13 1.080
5 C -1.740 -0.533 -0.051  C4 1.414, O6 1.193, O7 1.553
6 O -2.915 -0.669 -0.200  C5 1.193
7 O -1.052 0.806 0.329  C5 1.553, N8 1.424
8 N -1.617 1.957 -0.292  O7 1.424, H14 1.021, H15 1.017
9 H 2.285 -1.616 0.460  C1 1.094
10 H 2.434 0.132 0.704  C1 1.094
11 H 1.379 -0.828 1.761  C1 1.090
12 H 1.688 0.637 -1.264  O3 0.970
13 H -0.573 -2.323 0.280  C4 1.080
14 H -1.095 2.066 -1.163  N8 1.021
15 H -1.368 2.717 0.336  N8 1.017

The value obtained for the energy above the lowest of the compared OMol25 structures with the same formula, charge and spin is 473.3 kJ/mol. As for the HOMO-LUMO gap: 0.3228 hartree. The LUMO energy comes out at 0.313 eV. Its SMILES is C/C(O)=C/C(=O)ON. The value obtained for the total energy is -11890.3718 eV.

(3)
Here is one molecule with the formula C4H7NO3 at a distorted geometry from the OMol25 dataset. Energies are from wB97M-V/def2-TZVPD.

Last columns: bonded neighbours and bond lengths (Å).
Geometry (Å):
1 C -1.166 -1.103 -0.574  N2 1.293, O8 1.339, H9 1.093
2 N -1.700 -0.118 0.070  C1 1.293, O3 1.409
3 O -0.918 1.049 -0.033  N2 1.409, C4 1.418
4 C -0.209 1.110 1.193  O3 1.418, O5 1.340, H10 1.079, H11 1.031
5 O 1.102 0.878 1.044  C4 1.340, C6 1.392
6 C 1.467 -0.347 0.493  O5 1.392, C7 1.535, H12 1.230, H13 1.109
7 C 1.126 -0.369 -1.003  C6 1.535, O8 1.461, H14 1.041, H15 1.106
8 O -0.087 -1.097 -1.366  C1 1.339, C7 1.461
9 H -1.787 -2.002 -0.540  C1 1.093
10 H -0.261 2.127 1.550  C4 1.079
11 H -0.600 0.359 1.783  C4 1.031
12 H 0.941 -1.297 1.073  C6 1.230
13 H 2.550 -0.384 0.729  C6 1.109
14 H 1.164 0.626 -1.305  C7 1.041
15 H 1.814 -0.992 -1.604  C7 1.106

The value obtained for the energy above the lowest of the compared OMol25 structures with the same formula, charge and spin is 468.7 kJ/mol. As for the HOMO-LUMO gap: 0.3947 hartree. The LUMO energy comes out at 0.912 eV. Its SMILES is C1=N\OCOCCO/1. The value obtained for the total energy is -11890.4196 eV.

(4)
Here is one molecule with the formula C4H7NO4S at a distorted geometry from the OMol25 dataset. Energies are from wB97M-V/def2-TZVPD.

Last columns: bonded neighbours and bond lengths (Å).
Geometry (Å):
1 C -0.363 0.511 1.555  C2 1.414, C3 1.516, H11 1.051, H12 1.118
2 C -1.142 0.841 0.422  C1 1.414, H13 1.065, H14 1.074
3 C 0.974 0.034 1.022  C1 1.516, S10 1.842, H15 1.095, H16 1.167
4 C -0.305 -0.543 -1.273  N5 1.421, S10 1.812, H17 1.045
5 N 0.236 0.461 -2.120  C4 1.421, O6 1.210, O7 1.208
6 O -0.232 0.620 -3.224  N5 1.210
7 O 1.094 1.183 -1.670  N5 1.208
8 O -0.300 -2.177 0.733  S10 1.417
9 O 1.689 -2.210 -0.681  S10 1.448
10 S 0.649 -1.447 -0.024  C3 1.842, C4 1.812, O8 1.417, O9 1.448
11 H -0.190 1.174 2.352  C1 1.051
12 H -0.782 -0.460 1.919  C1 1.118
13 H -2.181 0.609 0.395  C2 1.065
14 H -0.864 1.757 -0.064  C2 1.074
15 H 1.233 0.831 0.317  C3 1.095
16 H 1.719 -0.243 1.876  C3 1.167
17 H -1.235 -0.941 -1.534  C4 1.045

The value obtained for the energy above the lowest of the compared OMol25 structures with the same formula, charge and spin is 629.6 kJ/mol. As for the HOMO-LUMO gap (alpha / beta): 0.3201 / 0.3201 hartree. The LUMO energy (alpha / beta) comes out at -1.564 / -1.564 eV. The value obtained for the total energy is -24769.7361 eV.

(5)
Here is one molecule with the formula C4H7NO5 at a distorted geometry from the OMol25 dataset. Energies are from wB97M-V/def2-TZVPD.

Last columns: bonded neighbours and bond lengths (Å).
Geometry (Å):
1 C -0.226 -0.637 -1.917  N5 1.373, O10 1.655, H11 1.087, H17 1.089
2 C -1.404 1.136 0.485  C4 1.530, O6 1.194, H12 1.101
3 C 0.576 0.758 2.011  C4 1.682, O7 1.190, O8 1.319
4 C -0.254 0.146 0.682  C2 1.530, C3 1.682, O9 1.414, O10 1.400
5 N 0.779 -0.710 -2.850  C1 1.373, H13 1.012, H14 1.012
6 O -1.593 1.772 -0.508  C2 1.194
7 O 0.312 1.796 2.530  C3 1.190
8 O 1.461 -0.127 2.428  C3 1.319, H15 0.973
9 O -0.842 -1.024 1.215  C4 1.414, H16 0.967
10 O 0.451 -0.125 -0.497  C1 1.655, C4 1.400
11 H -0.978 0.116 -2.142  C1 1.087
12 H -2.063 1.187 1.365  C2 1.101
13 H 1.513 -1.359 -2.600  N5 1.012
14 H 1.169 0.196 -3.079  N5 1.012
15 H 1.903 0.168 3.244  O8 0.973
16 H -0.145 -1.690 1.292  O9 0.967
17 H -0.659 -1.602 -1.660  C1 1.089

As for the expectation value of S²: 2.006. The value obtained for the energy above the lowest of the compared OMol25 structures with the same formula, charge and spin is 0.0 kJ/mol. Its spin multiplicity is 3. As for the HOMO-LUMO gap (alpha / beta): 0.2453 / 0.2781 hartree. The LUMO energy (alpha / beta) comes out at 0.583 / -2.361 eV. The value obtained for the total energy is -15984.0997 eV.

(6)
Here is one molecule with the formula C4H7NOS at a distorted geometry from the OMol25 dataset. Energies are from wB97M-V/def2-TZVPD.

Last columns: bonded neighbours and bond lengths (Å).
Geometry (Å):
1 C 0.113 -0.180 -1.944  N5 1.357, S7 1.685
2 C -0.967 -1.378 1.245  C3 1.461, H8 1.081, H9 1.073
3 C -0.129 -0.206 1.482  C2 1.461, C4 1.625, H10 1.065, H11 1.073
4 C -0.409 0.839 0.269  C3 1.625, N5 1.440, H12 1.069, H13 1.061
5 N 0.407 0.636 -0.900  C1 1.357, C4 1.440, H14 1.034
6 O 2.315 0.703 -2.619  S7 1.506
7 S 1.151 -0.006 -3.260  C1 1.685, O6 1.506
8 H -1.988 -1.188 0.945  C2 1.081
9 H -0.651 -2.378 1.471  C2 1.073
10 H -0.431 0.369 2.327  C3 1.065
11 H 0.819 -0.706 1.530  C3 1.073
12 H -1.428 0.660 -0.002  C4 1.069
13 H -0.162 1.838 0.526  C4 1.061
14 H 1.360 0.998 -1.070  N5 1.034

The value obtained for the energy above the lowest of the compared OMol25 structures with the same formula, charge and spin is 561.2 kJ/mol. As for the HOMO-LUMO gap (alpha / beta): 0.2271 / 0.3266 hartree. The LUMO energy (alpha / beta) comes out at -1.845 / 0.161 eV. The value obtained for the total energy is -18628.7335 eV.

(7)
Here is one molecule with the formula C4H7NOS at a distorted geometry from the OMol25 dataset. Energies are from wB97M-V/def2-TZVPD.

Last columns: bonded neighbours and bond lengths (Å).
Geometry (Å):
1 O -1.825 -0.613 -0.942  C2 1.494, H8 0.942
2 C -1.265 -1.165 0.328  O1 1.494, N3 1.413, H9 1.133, H10 1.077
3 N -0.055 -0.554 0.729  C2 1.413, C4 1.467, S7 1.794
4 C 0.027 0.910 0.786  N3 1.467, C5 1.485, H11 1.031, H12 1.112
5 C 1.036 1.334 -0.218  C4 1.485, C6 1.315, H13 1.094
6 C 1.811 0.368 -0.661  C5 1.315, S7 1.714, H14 1.109
7 S 1.482 -1.164 0.035  N3 1.794, C6 1.714
8 H -1.281 -1.051 -1.573  O1 0.942
9 H -1.186 -2.265 0.068  C2 1.133
10 H -1.959 -1.067 1.146  C2 1.077
11 H 0.124 1.324 1.725  C4 1.031
12 H -0.939 1.135 0.283  C4 1.112
13 H 1.389 2.365 -0.311  C5 1.094
14 H 2.640 0.444 -1.395  C6 1.109

The value obtained for the energy above the lowest of the compared OMol25 structures with the same formula, charge and spin is 230.8 kJ/mol. As for the HOMO-LUMO gap: 0.3209 hartree. The LUMO energy comes out at 0.815 eV. Its SMILES is OCN1CC=CS1. The value obtained for the total energy is -18632.1579 eV.

(8)
Here is one molecule with the formula C4H7NOS at a distorted geometry from the OMol25 dataset. Energies are from wB97M-V/def2-TZVPD.

Last columns: bonded neighbours and bond lengths (Å).
Geometry (Å):
1 O -0.514 1.924 0.530  C2 1.210
2 C -0.183 1.369 -0.494  O1 1.210, C3 1.518, H8 1.127
3 C -0.333 -0.125 -0.719  C2 1.518, S4 1.824, C5 1.514, H9 1.088
4 S -1.803 -0.817 0.108  C3 1.824, H10 1.348
5 C 0.935 -0.837 -0.297  C3 1.514, C6 1.479, N7 1.474, H11 1.113
6 C 1.639 -0.454 0.945  C5 1.479, N7 1.470, H12 1.051, H13 1.095
7 N 2.159 -0.018 -0.358  C5 1.474, C6 1.470, H14 1.005
8 H 0.258 1.925 -1.370  C2 1.127
9 H -0.472 -0.302 -1.784  C3 1.088
10 H -1.661 -0.126 1.257  S4 1.348
11 H 0.974 -1.923 -0.536  C5 1.113
12 H 1.274 0.314 1.562  C6 1.051
13 H 2.189 -1.237 1.478  C6 1.095
14 H 2.942 -0.559 -0.682  N7 1.005

The value obtained for the energy above the lowest of the compared OMol25 structures with the same formula, charge and spin is 177.3 kJ/mol. As for the HOMO-LUMO gap: 0.3691 hartree. The LUMO energy comes out at 0.768 eV. Its SMILES is O=C[C@H](S)[C@@H]1CN1. The value obtained for the total energy is -18632.7116 eV.

(9)
Here is a 2-piece molecular cluster, C4H7NOS overall at a distorted geometry from the OMol25 dataset. Energies are from wB97M-V/def2-TZVPD.

Last columns: bonded neighbours and bond lengths (Å).
Geometry (Å):
1 N -1.352 0.929 -1.224  C2 1.148
2 C -1.882 0.341 -0.392  N1 1.148, C3 1.411
3 C -2.646 -0.168 0.680  C2 1.411, O4 1.195, H5 1.182
4 O -3.375 -1.113 0.733  C3 1.195
5 H -2.455 0.684 1.477  C3 1.182
6 C 1.505 -1.016 -1.080  S7 1.800, H9 1.003, H10 1.124, H11 1.124
7 S 1.276 0.767 -0.973  C6 1.800, C8 1.787
8 C 1.166 0.935 0.803  S7 1.787, H12 1.172, H13 1.129, H14 1.065
9 H 2.082 -1.407 -0.360  C6 1.003
10 H 0.488 -1.490 -1.130  C6 1.124
11 H 2.098 -1.100 -2.031  C6 1.124
12 H 0.145 0.415 1.049  C8 1.172
13 H 1.819 0.249 1.418  C8 1.129
14 H 1.132 1.974 1.030  C8 1.065

The value obtained for the energy above the lowest of the compared OMol25 structures with the same formula, charge and spin is 297.7 kJ/mol. As for the HOMO-LUMO gap (alpha / beta): 0.2806 / 0.2806 hartree. The LUMO energy (alpha / beta) comes out at -0.642 / -0.642 eV. Its SMILES is N#CC=O.CSC. The value obtained for the total energy is -18631.4644 eV.

(10)
Here is one molecule with the formula C4H7NOS at a distorted geometry from the OMol25 dataset. Energies are from wB97M-V/def2-TZVPD.

Last columns: bonded neighbours and bond lengths (Å).
Geometry (Å):
1 C 0.048 -2.070 -0.348  C2 1.257, H8 1.052, H9 1.112
2 C -0.131 -0.866 -0.036  C1 1.257, S3 1.759, C5 1.690
3 S -1.765 -0.226 -0.154  C2 1.759, C4 1.804
4 C -1.599 1.121 1.035  S3 1.804, H10 1.070, H11 1.131, H12 1.176
5 C 1.178 0.202 0.000  C2 1.690, N6 1.356, O7 1.206
6 N 1.445 0.783 -1.196  C5 1.356, H13 0.982, H14 1.010
7 O 1.813 0.271 1.022  C5 1.206
8 H -0.737 -2.731 -0.577  C1 1.052
9 H 1.083 -2.468 -0.433  C1 1.112
10 H -1.187 0.698 1.928  C4 1.070
11 H -2.595 1.640 1.173  C4 1.131
12 H -0.932 2.044 0.745  C4 1.176
13 H 1.210 0.118 -1.879  N6 0.982
14 H 2.169 1.482 -1.280  N6 1.010

The value obtained for the energy above the lowest of the compared OMol25 structures with the same formula, charge and spin is 149.2 kJ/mol. As for the HOMO-LUMO gap: 0.3457 hartree. The LUMO energy comes out at 0.794 eV. Its SMILES is C=C(SC)C(N)=O. The value obtained for the total energy is -18633.0034 eV.